[1]
Here is a structure of composition C53H41F9NP3TeW at a distorted geometry from the OMol25 dataset. Energies are from ωB97M-V/def2-TZVPD.

Results
- ΔE to the lowest compared entry with this formula, charge and spin: 2.3183 eV
- ⟨S²⟩: 2.19
- F_max: 0.0288 hartree/bohr
- Gap between HOMO and LUMO (alpha / beta): 5.9 / 6.5 eV
- LUMO energy (alpha / beta): -6.837 / -6.787 eV

```
! RIJCOSX wB97M-V def2-TZVPD def2/J DEFGRID3
* xyz 2 3
W 1.01300 0.69480 -0.09304
C 1.45314 -1.90746 2.54608
N 0.01068 -1.74991 2.59895
C -0.52452 -0.45007 3.00081
P 0.21804 1.04576 2.21924
C -1.07852 2.28322 2.46809
C -1.81884 2.77392 1.39763
C -2.84811 3.68206 1.61261
C -3.14197 4.09577 2.90353
C -2.40342 3.61026 3.97738
C -1.36825 2.71331 3.76423
C 1.56908 1.58021 3.32300
C 2.14641 2.83259 3.09342
C 3.14624 3.31045 3.92204
C 3.58210 2.54509 5.00019
C 2.99566 1.31714 5.25548
C 1.98680 0.83824 4.42415
C -0.71252 -2.84416 3.19514
C -0.17664 -3.60865 4.22236
C -0.90871 -4.66882 4.74973
C -2.17651 -4.95359 4.26914
C -2.71359 -4.17686 3.24762
C -1.98057 -3.13226 2.70782
P 2.03129 -1.28908 0.93691
C 1.11483 -2.24545 -0.28757
C 0.28947 -3.42320 0.04436
C -0.38108 -4.07287 -0.90239
C -0.52033 -3.56909 -2.29797
C 0.30924 -2.28606 -2.63993
C 1.20072 -1.77553 -1.55380
C 3.79719 -1.56999 0.84412
C 4.65615 -0.64098 1.43151
C 6.01994 -0.88567 1.44862
C 6.52221 -2.04781 0.87422
C 5.66601 -2.97372 0.29390
C 4.29779 -2.74105 0.27934
H 1.70806 -2.96733 2.54185
H 2.04270 -1.45262 3.34315
H -0.50322 -0.28932 4.08562
H -1.57267 -0.40090 2.70792
H -1.58010 2.47416 0.38787
H -3.41007 4.07529 0.77437
H -3.94014 4.80706 3.07517
H -2.62884 3.94084 4.98286
H -0.78106 2.36370 4.60639
H 1.80329 3.44812 2.27065
H 3.58238 4.28376 3.73479
H 4.36531 2.91722 5.64802
H 3.30861 0.73068 6.10915
H 1.52458 -0.10537 4.67478
H 0.80275 -3.38530 4.63016
H -0.48258 -5.26480 5.54614
H -2.74304 -5.77695 4.68305
H -3.69658 -4.40086 2.85372
H -2.37719 -2.55661 1.87933
H 0.30977 -3.81659 1.05007
H -0.88602 -5.00166 -0.65426
H -0.38536 -4.38086 -3.01071
H 0.86516 -2.36265 -3.57257
H 2.00169 -1.08944 -1.82492
H 4.26398 0.26970 1.87401
H 6.69285 -0.17084 1.90354
H 7.58874 -2.23224 0.87748
H 6.06268 -3.87935 -0.14586
H 3.63167 -3.46648 -0.17366
Te 2.77236 2.38828 -0.56894
F 2.29658 1.93940 -8.20897
C 1.90644 0.74222 -7.76091
F 2.95751 -0.07912 -7.82354
F 0.96990 0.27893 -8.59323
C 1.37383 0.85097 -6.34953
C 2.21734 0.63617 -5.27328
C 1.72650 0.76528 -3.98090
C 0.39483 1.10476 -3.76999
C -0.44210 1.34212 -4.86191
C 0.04795 1.21323 -6.14960
P -0.32522 1.16496 -2.11331
C -1.42712 2.60200 -2.09063
C -2.78962 2.48262 -2.34210
C -3.59654 3.61487 -2.33761
C -3.03877 4.85304 -2.07803
C -1.67470 4.98342 -1.84727
C -0.86841 3.86030 -1.85577
C -3.90640 6.08766 -1.99044
F -3.98517 6.50104 -0.71612
F -5.14650 5.85738 -2.42188
F -3.39423 7.09135 -2.70674
C -1.32397 -0.33744 -1.94143
C -2.20486 -0.43107 -0.93624
C -3.00736 -1.64560 -0.71150
C -2.85283 -2.71854 -1.47342
C -1.85593 -2.79017 -2.58388
C -1.04485 -1.49149 -2.85804
C -3.70719 -3.93687 -1.19682
F -3.34513 -4.95604 -1.98960
F -5.00257 -3.69548 -1.39985
F -3.56904 -4.34594 0.07155
H 3.25308 0.37244 -5.43999
H 2.39710 0.62721 -3.14372
H -1.47646 1.63039 -4.71469
H -0.59922 1.38974 -6.99819
H -3.23377 1.51728 -2.54225
H -4.65708 3.52898 -2.53072
H -1.24981 5.96056 -1.65541
H 0.19192 3.96450 -1.66043
H -2.40128 0.42409 -0.29830
H -3.75440 -1.63585 0.07478
H -2.34707 -3.17715 -3.47485
H -1.11751 -1.15530 -3.89131
*
```



[2]
Here is a structure of composition C53H43Br2Cl4N2O5SeSiSn from the OMol25 dataset. Energies are from ωB97M-V/def2-TZVPD.

Results
- ΔE to the lowest compared entry with this formula, charge and spin: 2.5123 eV
- F_max: 0.0170 hartree/bohr
- Gap between HOMO and LUMO: 6.7 eV
- LUMO energy: 1.630 eV

```
! RIJCOSX wB97M-V def2-TZVPD def2/J DEFGRID3
* xyz -1 1
Sn 0.61948 -0.10474 -0.65228
Cl -3.36058 6.15636 -0.08952
C -2.13294 4.95051 0.08002
C -1.78813 4.46111 1.33168
Cl -2.57497 5.08002 2.74058
C -0.80612 3.48856 1.45107
Cl -0.39017 2.84410 3.00318
C -0.08722 2.98034 0.34185
O 0.86679 2.12855 0.49259
C -0.49163 3.48043 -0.94694
O 0.11908 2.87245 -2.00286
C -1.48749 4.43933 -1.04930
Cl -1.96465 5.01111 -2.61240
Br -2.63419 -0.98880 5.93137
C -1.82408 -0.78348 4.23279
C -2.58725 -0.84100 3.09087
C -1.93010 -0.66978 1.88188
N -0.61728 -0.46663 1.77780
C 0.11008 -0.41753 2.89954
C -0.46518 -0.57052 4.15425
C 1.56404 -0.13896 2.76662
C 2.39697 0.00175 3.87457
C 3.71618 0.33562 3.65578
Br 4.88707 0.49308 5.13662
C 4.19103 0.55072 2.37727
C 3.29554 0.35048 1.34127
N 2.03274 -0.00105 1.53401
H -3.65386 -1.01196 3.12329
H -2.46948 -0.69540 0.94414
H 0.12165 -0.51165 5.05736
H 2.03776 -0.14195 4.88195
H 5.21284 0.84819 2.19287
H 3.60440 0.47153 0.30671
C 6.35015 0.90896 -4.10436
C 5.00384 1.53231 -3.85324
C 3.96418 1.37905 -4.75559
C 2.72052 1.97801 -4.56020
C 1.61991 1.68161 -5.54262
C 2.54582 2.78067 -3.42440
Se 1.00068 3.89470 -3.27375
C 3.56207 2.89318 -2.45696
C 3.33845 3.63553 -1.16650
C 4.77702 2.27050 -2.69461
H 6.31845 0.22402 -4.95045
H 6.69238 0.35677 -3.22772
H 7.09157 1.68296 -4.31578
H 4.11906 0.77538 -5.64412
H 2.02461 1.46316 -6.53105
H 0.91248 2.50122 -5.62317
H 1.06490 0.81167 -5.21207
H 2.42283 3.28586 -0.68407
H 3.23377 4.70758 -1.34042
H 4.17084 3.47191 -0.48141
H 5.57068 2.36198 -1.95897
C -0.17383 -4.25264 5.40108
C 0.28354 -3.98069 3.99049
C -0.60048 -4.06023 2.92201
C -0.18301 -3.84768 1.61126
C -1.15636 -3.92790 0.46718
C 1.15997 -3.55765 1.36692
C 2.06846 -3.49032 2.42298
C 3.53154 -3.26469 2.14273
C 1.61553 -3.68496 3.72340
C 1.65090 -3.34348 -0.05555
O 2.07298 -4.30744 -0.67786
O 1.60517 -2.12960 -0.50513
H -1.26068 -4.22230 5.47792
H 0.24343 -3.52461 6.10096
H 0.15960 -5.24180 5.72569
H -1.64230 -4.30796 3.10902
H -2.11875 -4.32724 0.79008
H -0.75363 -4.54979 -0.33482
H -1.32034 -2.93334 0.04375
H 3.67805 -2.38673 1.51258
H 3.93590 -4.11654 1.59193
H 4.09680 -3.13889 3.06694
H 2.32404 -3.61642 4.54592
O -1.43256 -0.70106 -1.18307
Si -2.29215 -1.55725 -2.22926
C -2.71528 -0.50028 -3.74295
C -3.69394 -0.88023 -4.66493
C -3.96753 -0.10606 -5.78314
C -3.26129 1.07137 -6.00083
C -2.28495 1.46723 -5.09752
C -2.01515 0.68452 -3.98070
C -3.97757 -1.95442 -1.45916
C -4.60555 -3.20025 -1.39137
C -5.90284 -3.33488 -0.90776
C -6.60092 -2.21972 -0.46932
C -5.98808 -0.97273 -0.50163
C -4.69713 -0.84738 -0.99221
C -1.29753 -2.99875 -2.94941
C -1.67911 -4.33648 -3.07762
C -0.81328 -5.28939 -3.60169
C 0.46125 -4.92518 -4.00544
C 0.85804 -3.60042 -3.89899
C -0.01878 -2.66004 -3.38700
H -4.25282 -1.79734 -4.49635
H -4.73541 -0.41412 -6.48361
H -3.47991 1.68371 -6.86805
H -1.73989 2.39079 -5.25652
H -1.26365 1.00589 -3.26623
H -4.08153 -4.08927 -1.71350
H -6.37176 -4.31182 -0.88424
H -7.61665 -2.31953 -0.10523
H -6.52457 -0.09565 -0.15826
H -4.23019 0.13403 -1.02217
H -2.66162 -4.65638 -2.75973
H -1.13464 -6.32136 -3.68307
H 1.14731 -5.67137 -4.38657
H 1.85618 -3.30420 -4.19904
H 0.30156 -1.63266 -3.30091
*
```